(1)
Computed, not measured: a 13-piece molecular cluster, C57H137N3O13 overall, with the ωB97M-V functional and the def2-TZVPD basis.

Computed properties:
total energy: -3396.09901 Ha
LUMO: 0.442 eV
HOMO-LUMO gap: 8.71 eV
relative energy (zero: lowest compared OMol25 entry of this formula, charge and spin): 230.8 kJ/mol

Atoms and positions in Å:
C: 3.015 -0.299 -4.746
C: 2.183 0.852 -5.315
C: 2.662 2.194 -4.738
C: 4.030 2.657 -5.227
C: 3.983 2.657 -6.769
C: 3.483 1.383 -7.393
N: 2.247 0.943 -6.775
O: 1.841 -0.277 -7.381
C: 3.114 1.801 -8.826
C: 4.606 0.323 -7.499
C: 0.741 0.693 -4.858
H: 2.808 -0.351 -3.684
H: 4.077 -0.215 -4.966
H: 2.671 -1.216 -5.230
H: 1.947 2.948 -5.074
H: 2.714 2.020 -3.660
H: 4.748 1.846 -5.026
H: 4.351 3.599 -4.797
H: 4.986 2.966 -7.092
H: 3.407 3.552 -7.048
H: 2.451 2.667 -8.829
H: 4.019 2.070 -9.375
H: 2.607 1.028 -9.407
H: 5.345 0.527 -6.724
H: 4.179 -0.676 -7.449
H: 5.099 0.385 -8.467
H: 0.213 0.182 -5.667
H: 0.247 1.672 -4.903
H: 0.612 0.274 -3.871
H: 0.917 -0.121 -7.603
C: 9.248 1.816 0.325
C: 7.826 1.968 0.848
C: 7.615 3.457 1.097
C: 6.145 3.882 1.213
C: 5.348 3.231 0.090
C: 5.484 1.713 -0.023
N: 6.908 1.449 -0.162
O: 7.131 0.045 -0.352
C: 4.677 1.038 1.094
C: 4.764 1.300 -1.284
C: 7.741 1.233 2.217
H: 9.625 0.799 0.445
H: 9.953 2.523 0.766
H: 9.304 2.051 -0.746
H: 8.158 3.798 1.980
H: 7.978 4.077 0.266
H: 6.099 4.971 1.087
H: 5.719 3.790 2.223
H: 5.739 3.742 -0.796
H: 4.289 3.463 0.220
H: 4.509 -0.016 0.878
H: 5.046 1.094 2.125
H: 3.746 1.583 1.296
H: 3.794 1.708 -1.563
H: 5.382 1.615 -2.146
H: 4.775 0.216 -1.401
H: 7.902 0.170 2.030
H: 6.771 1.441 2.644
H: 8.574 1.580 2.827
H: 7.585 0.027 -1.202
C: -0.867 -1.130 1.589
C: -0.325 -0.447 0.350
C: 0.263 -1.433 -0.679
C: -0.869 -2.205 -1.383
C: -1.684 -1.171 -2.125
C: -2.266 -0.047 -1.233
N: -1.281 0.456 -0.293
O: -1.883 1.417 0.562
C: -2.675 1.056 -2.194
C: -3.525 -0.650 -0.587
C: 0.849 0.497 0.684
H: -0.119 -1.703 2.141
H: -1.755 -1.734 1.409
H: -1.191 -0.351 2.292
H: 0.906 -0.929 -1.394
H: 0.791 -2.138 -0.025
H: -1.416 -2.757 -0.623
H: -0.333 -2.844 -2.091
H: -2.519 -1.680 -2.633
H: -1.234 -0.752 -3.031
H: -3.119 0.763 -3.145
H: -3.417 1.664 -1.666
H: -1.856 1.728 -2.465
H: -4.099 0.096 -0.032
H: -4.194 -0.959 -1.391
H: -3.223 -1.474 0.053
H: 0.611 1.275 1.424
H: 1.266 1.060 -0.156
H: 1.741 0.023 1.124
H: -1.709 2.248 0.098
C: -3.740 -6.123 4.849
C: -3.585 -4.672 4.360
C: -2.790 -4.666 3.077
O: -4.910 -4.205 4.082
H: -2.890 -6.785 4.635
H: -4.662 -6.617 4.539
H: -3.787 -6.261 5.942
H: -3.079 -4.149 5.165
H: -2.864 -3.673 2.617
H: -3.047 -5.451 2.366
H: -1.718 -4.744 3.250
H: -5.213 -4.684 3.301
C: 3.261 -4.480 -1.166
C: 4.233 -3.309 -1.239
C: 3.854 -2.288 -2.316
O: 4.247 -2.587 0.025
H: 3.466 -5.228 -1.936
H: 2.219 -4.151 -1.289
H: 3.270 -5.009 -0.209
H: 5.221 -3.720 -1.458
H: 3.054 -1.609 -2.006
H: 3.293 -2.705 -3.164
H: 4.786 -1.775 -2.526
H: 3.427 -2.797 0.488
C: 3.092 -4.259 4.823
C: 2.826 -3.318 3.655
C: 2.984 -1.842 4.010
O: 3.612 -3.625 2.489
H: 4.084 -4.157 5.269
H: 3.081 -5.261 4.380
H: 2.327 -4.165 5.589
H: 1.804 -3.510 3.309
H: 3.117 -1.232 3.105
H: 3.918 -1.700 4.561
H: 2.097 -1.394 4.458
H: 4.493 -3.242 2.599
C: -7.817 0.893 -0.645
C: -7.487 -0.125 -1.684
C: -8.749 -0.766 -2.273
O: -6.781 0.545 -2.746
H: -8.744 0.584 -0.156
H: -8.083 1.824 -1.159
H: -7.092 1.204 0.104
H: -6.821 -0.933 -1.365
H: -8.875 -1.796 -1.941
H: -8.757 -0.798 -3.368
H: -9.629 -0.148 -2.070
H: -6.994 0.258 -3.631
C: -1.058 -1.257 5.687
C: -1.800 -1.522 6.982
C: -0.949 -1.383 8.212
O: -2.872 -0.559 7.134
H: -1.705 -0.925 4.879
H: -0.513 -2.144 5.330
H: -0.261 -0.524 5.850
H: -2.292 -2.507 6.972
H: -0.218 -0.563 8.180
H: -0.270 -2.230 8.389
H: -1.498 -1.225 9.139
H: -3.684 -0.746 6.613
C: 0.288 4.985 -2.245
C: -0.555 4.179 -1.246
C: -0.043 4.376 0.196
O: -1.911 4.571 -1.418
H: 0.439 5.992 -1.827
H: -0.282 5.189 -3.156
H: 1.253 4.555 -2.497
H: -0.311 3.150 -1.539
H: -0.823 4.860 0.784
H: 0.811 5.055 0.158
H: 0.260 3.436 0.651
H: -1.920 5.460 -1.784
C: -6.244 -0.969 3.204
C: -4.864 -0.733 3.820
C: -4.507 0.725 4.017
O: -4.722 -1.448 5.083
H: -6.189 -0.572 2.190
H: -6.951 -0.471 3.870
H: -6.473 -2.032 3.217
H: -4.068 -1.148 3.170
H: -4.256 1.155 3.042
H: -3.654 0.894 4.667
H: -5.411 1.238 4.361
H: -4.955 -2.376 4.907
C: -6.506 3.790 -4.549
C: -5.437 4.279 -3.621
C: -5.443 3.743 -2.196
O: -4.201 4.052 -4.282
H: -6.479 4.394 -5.456
H: -7.527 3.860 -4.166
H: -6.361 2.737 -4.797
H: -5.508 5.376 -3.498
H: -5.236 2.670 -2.308
H: -6.368 3.887 -1.645
H: -4.603 4.143 -1.621
H: -3.467 4.291 -3.704
C: 3.778 2.474 5.736
C: 2.474 3.156 5.392
C: 2.269 3.162 3.870
O: 1.430 2.348 5.998
H: 4.589 2.992 5.207
H: 3.744 1.417 5.495
H: 4.081 2.640 6.773
H: 2.430 4.165 5.821
H: 1.250 3.503 3.666
H: 2.245 2.131 3.496
H: 3.132 3.655 3.421
H: 0.573 2.570 5.619
C: -5.353 -3.979 -0.214
C: -6.356 -5.090 0.024
C: -6.921 -5.696 -1.265
O: -5.691 -6.199 0.762
H: -5.908 -3.053 -0.379
H: -4.591 -4.216 -0.947
H: -4.962 -3.777 0.792
H: -7.093 -4.710 0.748
H: -6.079 -6.119 -1.813
H: -7.257 -4.876 -1.920
H: -7.736 -6.404 -1.143
H: -6.357 -6.889 0.838

Löwdin atomic charge list, values in e, 99 entries:
1 C -0.025
2 C -0.517
3 C -0.141
4 C -0.164
5 C -0.159
6 C -0.523
7 N -0.086
8 O -0.024
9 C -0.048
10 C -0.014
11 C -0.016
12 H 0.055
13 H 0.074
14 H 0.092
15 H 0.118
16 H 0.106
17 H 0.096
18 H 0.111
19 H 0.128
20 H 0.119
21 H 0.081
22 H 0.083
23 H 0.081
24 H 0.073
25 H 0.080
26 H 0.078
27 H 0.081
28 H 0.086
29 H 0.067
30 H 0.102
31 C -0.049
32 C -0.524
33 C -0.143
34 C -0.185
35 C -0.140
36 C -0.515
37 N -0.078
38 O -0.007
39 C -0.023
40 C -0.043
41 C -0.014
42 H 0.081
43 H 0.085
44 H 0.089
45 H 0.122
46 H 0.123
47 H 0.109
48 H 0.101
49 H 0.126
50 H 0.116
51 H 0.072
52 H 0.062
53 H 0.073
54 H 0.078
55 H 0.094
56 H 0.059
57 H 0.084
58 H 0.051
59 H 0.086
60 H 0.106
61 C -0.015
62 C -0.497
63 C -0.127
64 C -0.154
65 C -0.143
66 C -0.505
67 N -0.091
68 O 0.000
69 C -0.027
70 C -0.021
71 C -0.041
72 H 0.082
73 H 0.054
74 H 0.084
75 H 0.105
76 H 0.116
77 H 0.106
78 H 0.112
79 H 0.119
80 H 0.101
81 H 0.097
82 H 0.067
83 H 0.077
84 H 0.081
85 H 0.078
86 H 0.059
87 H 0.068
88 H 0.079
89 H 0.071
90 H 0.072
91 C -0.059
92 C -0.444
93 C -0.057
94 O -0.073
95 H 0.080
96 H 0.078
97 H 0.076
98 H 0.128
99 H 0.065

(2)
Computed, not measured: C57H42CoOP3S4Si as an isolated structure, with the ωB97M-V functional and the def2-TZVPD basis.

Computed properties:
total energy: -6561.74354 Ha
LUMO: -0.090 eV
HOMO-LUMO gap: 6.32 eV
relative energy (zero: lowest compared OMol25 entry of this formula, charge and spin): 0.0 kJ/mol

Atoms and positions in Å:
Co: 0.791 -0.137 0.212
C: -2.932 -4.521 -2.275
C: -2.132 -4.633 -1.146
C: -1.654 -3.493 -0.522
C: -1.968 -2.226 -1.020
C: -2.718 -2.124 -2.186
C: -3.213 -3.269 -2.796
P: -1.403 -0.788 -0.034
C: -2.184 -1.287 1.557
C: -3.562 -1.308 1.769
C: -4.087 -1.821 2.943
C: -3.247 -2.317 3.931
C: -1.876 -2.287 3.738
C: -1.348 -1.775 2.559
C: -2.354 0.609 -0.740
C: -3.740 0.582 -0.927
C: -4.401 1.678 -1.454
C: -3.686 2.808 -1.833
C: -2.310 2.824 -1.685
C: -1.629 1.735 -1.135
Si: 0.246 1.783 -0.884
C: 0.658 3.253 0.223
C: 1.050 4.524 -0.194
C: 1.441 5.487 0.725
C: 1.460 5.182 2.077
C: 1.071 3.925 2.514
C: 0.670 2.965 1.594
P: 0.054 1.300 2.060
C: 0.632 1.020 3.771
C: 0.177 1.794 4.843
C: 0.680 1.585 6.116
C: 1.638 0.602 6.337
C: 2.075 -0.185 5.285
C: 1.566 0.020 4.009
C: -1.723 1.714 2.379
C: -2.450 0.980 3.317
C: -3.764 1.308 3.612
C: -4.382 2.366 2.963
C: -3.673 3.103 2.028
C: -2.352 2.786 1.745
C: 1.165 1.935 -2.515
C: 1.221 3.081 -3.313
C: 2.102 3.162 -4.380
C: 2.938 2.091 -4.670
C: 2.853 0.925 -3.928
C: 1.963 0.847 -2.861
P: 1.620 -0.715 -1.979
C: 0.498 -1.499 -3.204
C: -0.172 -0.757 -4.173
C: -0.902 -1.396 -5.168
C: -0.971 -2.778 -5.203
C: -0.348 -3.523 -4.209
C: 0.364 -2.889 -3.207
C: 3.147 -1.691 -2.271
C: 3.360 -2.434 -3.435
C: 4.542 -3.137 -3.614
C: 5.528 -3.110 -2.639
C: 5.342 -2.344 -1.500
C: 4.163 -1.635 -1.324
H: -3.321 -5.409 -2.757
H: -1.890 -5.608 -0.741
H: -1.052 -3.587 0.374
H: -2.939 -1.156 -2.615
H: -3.817 -3.174 -3.690
H: -4.243 -0.911 1.033
H: -5.160 -1.827 3.088
H: -3.664 -2.718 4.846
H: -1.206 -2.655 4.505
H: -0.276 -1.748 2.433
H: -4.309 -0.307 -0.699
H: -5.475 1.643 -1.581
H: -4.204 3.664 -2.247
H: -1.753 3.705 -1.988
H: 1.072 4.768 -1.247
H: 1.748 6.468 0.384
H: 1.789 5.920 2.797
H: 1.108 3.695 3.569
H: -0.573 2.558 4.687
H: 0.319 2.188 6.939
H: 2.036 0.450 7.332
H: 2.811 -0.962 5.450
H: 1.877 -0.610 3.193
H: -1.982 0.150 3.833
H: -4.304 0.728 4.350
H: -5.409 2.621 3.193
H: -4.138 3.941 1.523
H: -1.806 3.392 1.039
H: 0.561 3.916 -3.110
H: 2.146 4.064 -4.977
H: 3.647 2.161 -5.485
H: 3.475 0.076 -4.183
H: -0.103 0.323 -4.179
H: -1.397 -0.805 -5.929
H: -1.519 -3.277 -5.992
H: -0.414 -4.603 -4.217
H: 0.853 -3.478 -2.440
H: 2.613 -2.459 -4.215
H: 4.686 -3.707 -4.523
H: 6.441 -3.676 -2.772
H: 6.109 -2.297 -0.738
H: 4.041 -1.019 -0.453
O: 6.720 -1.672 3.438
C: 5.692 -1.412 2.874
S: 5.307 0.187 2.212
C: 3.734 -0.238 1.562
C: 3.313 -1.497 1.745
S: 1.790 -2.098 1.186
S: 4.384 -2.581 2.613
S: 2.843 0.981 0.697

Löwdin atomic charge list, values in e, 99 entries:
1 Co -0.437
2 C -0.087
3 C -0.070
4 C -0.085
5 C -0.322
6 C -0.093
7 C -0.085
8 P 1.072
9 C -0.345
10 C -0.078
11 C -0.083
12 C -0.074
13 C -0.068
14 C -0.149
15 C -0.342
16 C -0.098
17 C -0.065
18 C -0.069
19 C -0.087
20 C -0.276
21 Si 0.609
22 C -0.307
23 C -0.073
24 C -0.071
25 C -0.064
26 C -0.060
27 C -0.411
28 P 1.081
29 C -0.320
30 C -0.107
31 C -0.074
32 C -0.075
33 C -0.052
34 C -0.085
35 C -0.311
36 C -0.119
37 C -0.076
38 C -0.074
39 C -0.071
40 C -0.079
41 C -0.272
42 C -0.091
43 C -0.071
44 C -0.064
45 C -0.055
46 C -0.374
47 P 1.076
48 C -0.337
49 C -0.070
50 C -0.074
51 C -0.088
52 C -0.084
53 C -0.115
54 C -0.323
55 C -0.102
56 C -0.077
57 C -0.076
58 C -0.051
59 C -0.090
60 H 0.106
61 H 0.108
62 H 0.102
63 H 0.103
64 H 0.110
65 H 0.088
66 H 0.110
67 H 0.107
68 H 0.115
69 H 0.003
70 H 0.092
71 H 0.108
72 H 0.107
73 H 0.103
74 H 0.083
75 H 0.104
76 H 0.106
77 H 0.095
78 H 0.111
79 H 0.104
80 H 0.104
81 H 0.109
82 H 0.022
83 H 0.093
84 H 0.107
85 H 0.102
86 H 0.106
87 H 0.095
88 H 0.090
89 H 0.105
90 H 0.106
91 H 0.104
92 H 0.103
93 H 0.105
94 H 0.106
95 H 0.112
96 H 0.122
97 H 0.103
98 H 0.103
99 H 0.104

> The highest relative energy (zero: lowest compared OMol25 entry of this formula, charge and spin) belongs to which entry?

C57H137N3O13

> Which of these has the highest relative energy (zero: lowest compared OMol25 entry of this formula, charge and spin)?

C57H137N3O13

> Among the records above, which one has the highest LUMO?

C57H137N3O13